Record 1
This record from the Open Molecules 2025 dataset describes a cluster of 10 separate species, C46H94N10 in total in a non-equilibrium geometry. The level of theory is ωB97M-V/def2-TZVPD.

Each line ends with the Mulliken charge.
Cartesian coordinates (Å):
C (-7.880, 2.105, 1.808)  -1.15
C (-7.468, 1.521, 0.467)  -0.58
C (-5.977, 1.438, 0.342)  0.46
C (-5.306, 2.701, 0.157)  0.28
N (-4.640, 3.597, -0.085)  -0.56
H (-8.990, 2.218, 1.957)  0.34
H (-7.442, 3.116, 1.918)  0.34
H (-7.501, 1.514, 2.669)  0.23
H (-7.821, 2.199, -0.330)  0.34
H (-7.898, 0.502, 0.370)  0.33
H (-5.793, 0.844, -0.595)  0.27
H (-5.654, 0.878, 1.222)  -0.28
C (2.243, -3.499, 2.645)  -1.35
C (0.711, -3.432, 2.425)  0.91
C (0.170, -4.830, 2.235)  -0.39
C (-1.169, -4.997, 2.802)  0.16
N (-2.153, -5.094, 3.368)  -0.49
H (2.443, -4.128, 3.529)  0.51
H (2.623, -2.468, 2.788)  0.24
H (2.807, -4.004, 1.871)  0.25
H (0.411, -2.824, 1.579)  -0.79
H (0.204, -2.992, 3.321)  0.39
H (0.748, -5.532, 2.827)  0.32
H (0.192, -5.114, 1.207)  0.26
C (-7.218, -2.335, 3.680)  -0.95
C (-6.076, -2.984, 4.460)  -0.54
C (-4.707, -2.933, 3.674)  -0.48
C (-4.401, -1.577, 3.209)  0.28
N (-3.903, -0.647, 2.747)  -0.32
H (-8.076, -2.229, 4.301)  0.39
H (-7.352, -2.861, 2.755)  0.32
H (-6.962, -1.317, 3.327)  0.12
H (-6.259, -4.036, 4.667)  0.33
H (-5.997, -2.388, 5.396)  0.30
H (-4.857, -3.588, 2.809)  0.25
H (-3.873, -3.460, 4.128)  0.34
C (3.754, 1.784, -5.896)  -1.46
C (2.961, 1.978, -4.627)  -0.21
C (2.553, 0.610, -4.051)  1.33
C (3.501, 0.078, -3.114)  0.09
N (4.222, -0.244, -2.284)  -0.53
H (3.230, 1.217, -6.643)  0.39
H (4.697, 1.305, -5.830)  0.38
H (4.051, 2.812, -6.298)  0.36
H (2.017, 2.456, -4.780)  0.42
H (3.527, 2.518, -3.848)  0.09
H (2.458, -0.069, -4.921)  0.12
H (1.622, 0.660, -3.529)  -0.83
C (-0.070, 4.830, -1.885)  -1.09
C (-1.428, 4.431, -1.468)  0.25
C (-2.288, 3.665, -2.505)  -0.11
C (-1.627, 2.497, -3.195)  -0.06
N (-1.055, 1.537, -3.520)  -0.27
H (0.487, 3.924, -2.134)  0.08
H (0.400, 5.422, -1.044)  0.30
H (0.007, 5.466, -2.711)  0.46
H (-2.015, 5.296, -1.184)  0.44
H (-1.460, 3.722, -0.690)  -0.28
H (-2.744, 4.333, -3.207)  0.53
H (-3.090, 3.224, -1.923)  -0.23
C (-1.902, -1.280, -5.365)  -1.47
C (-1.301, -2.002, -4.208)  -0.07
C (0.136, -2.272, -4.448)  2.00
C (0.261, -3.239, -5.571)  -0.08
N (0.294, -4.014, -6.419)  -0.60
H (-1.715, -1.786, -6.351)  0.37
H (-1.473, -0.276, -5.410)  0.27
H (-2.961, -1.190, -5.243)  0.41
H (-1.822, -2.989, -3.980)  0.39
H (-1.392, -1.257, -3.447)  0.02
H (0.674, -2.671, -3.544)  -0.76
H (0.641, -1.333, -4.764)  -0.64
C (0.704, 0.578, -0.379)  -0.04
C (-0.089, 0.135, 0.872)  3.15
C (-1.386, -0.648, 0.546)  0.06
C (-2.310, 0.140, -0.227)  -0.30
N (-3.031, 0.752, -0.885)  -0.50
H (-0.013, 0.698, -1.232)  -0.20
H (1.525, -0.045, -0.777)  -0.42
H (1.201, 1.583, -0.323)  -0.12
H (-0.333, 1.043, 1.416)  -2.84
H (0.520, -0.526, 1.490)  0.53
H (-1.846, -0.843, 1.562)  -0.14
H (-1.189, -1.615, 0.117)  0.64
C (1.341, -6.366, -3.949)  -1.13
C (2.417, -5.948, -2.958)  -0.95
N (2.749, -4.512, -3.153)  1.15
C (3.183, -3.940, -1.901)  -1.63
C (2.101, -3.093, -1.239)  0.52
C (3.592, -4.484, -4.291)  -0.98
C (3.860, -3.071, -4.867)  -0.82
H (0.702, -7.147, -3.551)  0.43
H (1.725, -6.845, -4.825)  0.39
H (0.712, -5.508, -4.188)  0.09
H (2.054, -6.185, -1.971)  0.45
H (3.308, -6.578, -3.001)  0.45
H (3.449, -4.771, -1.174)  0.30
H (4.013, -3.291, -2.052)  0.50
H (1.928, -2.193, -1.875)  -0.65
H (1.228, -3.745, -1.168)  0.44
H (2.503, -2.650, -0.273)  0.03
H (3.154, -5.125, -5.062)  0.44
H (4.587, -5.013, -4.077)  0.37
H (2.877, -2.706, -5.107)  -0.12
H (4.361, -3.201, -5.839)  0.44
H (4.451, -2.444, -4.186)  0.33
C (4.020, 3.409, -0.820)  -0.48
C (4.761, 3.101, 0.506)  -1.00
N (4.035, 2.438, 1.554)  0.39
C (2.868, 3.113, 2.108)  0.70
C (3.313, 4.494, 2.706)  -1.99
C (3.760, 1.101, 1.194)  1.15
C (4.911, 0.198, 1.589)  -1.78
H (4.072, 2.589, -1.462)  -0.15
H (4.505, 4.147, -1.439)  0.58
H (2.990, 3.710, -0.553)  0.10
H (5.615, 2.480, 0.253)  0.46
H (5.184, 4.062, 0.965)  0.36
H (2.481, 2.578, 2.961)  0.06
H (1.956, 3.156, 1.429)  -0.18
H (2.773, 4.780, 3.537)  0.58
H (3.316, 5.290, 1.957)  0.23
H (4.287, 4.244, 2.975)  0.51
H (2.782, 0.831, 1.706)  -0.33
H (3.656, 0.994, 0.051)  -0.37
H (5.757, 0.297, 0.936)  0.37
H (5.164, 0.494, 2.623)  0.39
H (4.570, -0.830, 1.470)  0.34
C (0.343, 0.675, 4.516)  -0.70
C (-0.708, 1.615, 5.125)  -0.91
N (-0.644, 2.939, 4.469)  0.24
C (0.434, 3.817, 4.920)  -0.33
C (-0.098, 4.607, 6.143)  -1.44
C (-0.908, 3.023, 3.101)  0.32
C (-2.216, 2.366, 2.612)  -0.89
H (0.100, 0.474, 3.450)  -0.13
H (0.422, -0.187, 5.096)  0.63
H (1.347, 1.009, 4.663)  0.37
H (-1.671, 1.102, 5.225)  0.40
H (-0.241, 1.780, 6.124)  0.40
H (1.302, 3.232, 5.209)  0.35
H (0.737, 4.512, 4.081)  0.24
H (-0.219, 3.914, 6.984)  0.28
H (0.612, 5.341, 6.543)  0.43
H (-0.988, 5.050, 5.755)  0.35
H (-0.105, 2.567, 2.434)  -0.38
H (-0.913, 4.064, 2.736)  0.52
H (-3.127, 2.778, 3.036)  0.48
H (-2.252, 1.288, 2.926)  0.01
H (-2.360, 2.414, 1.519)  -0.14

Output
E_LUMO   0.38 eV
HOMO   -7.8896 eV
SMILES   CCN(CC)CC.CCN(CC)CC.CCN(CC)CC.CCCC#N.CCCC#N.CCCC#N.CCCC#N.CCCC#N.CCCC#N.CCCC#N
Gap between HOMO and LUMO   8.27 eV

Record 2
This record from the Open Molecules 2025 dataset describes a cluster of 9 separate species, C47H102F12N3O15P2S4 in total in a non-equilibrium geometry. The level of theory is ωB97M-V/def2-TZVPD.

Each line ends with the Mulliken charge.
Cartesian coordinates (Å):
C (-6.340, -7.220, 0.873)  -1.43
C (-6.230, -8.419, 1.776)  0.47
O (-5.434, -9.280, 1.615)  -0.25
N (-7.154, -8.409, 2.998)  0.34
H (-6.569, -8.726, 3.783)  0.23
H (-7.504, -7.490, 3.258)  0.47
C (-8.192, -9.526, 2.863)  -0.86
H (-5.928, -6.401, 1.471)  0.42
H (-7.401, -7.129, 0.629)  0.39
H (-5.778, -7.222, -0.055)  0.34
H (-8.661, -9.561, 3.843)  0.41
H (-7.669, -10.466, 2.707)  0.23
H (-8.868, -9.294, 2.048)  0.46
C (-4.535, -15.341, 1.703)  -0.83
C (-4.741, -14.389, 2.804)  0.28
O (-4.653, -14.635, 3.965)  -0.25
N (-4.854, -12.968, 2.364)  0.75
H (-4.200, -12.806, 1.571)  0.14
H (-5.737, -12.756, 1.894)  0.41
C (-4.659, -12.003, 3.471)  -0.58
H (-3.610, -15.286, 1.126)  0.00
H (-5.361, -15.398, 0.986)  0.19
H (-4.462, -16.381, 2.033)  0.27
H (-5.524, -12.092, 4.121)  0.58
H (-4.762, -11.086, 2.889)  0.10
H (-3.677, -12.074, 3.919)  0.37
C (-2.134, -7.637, 6.030)  -0.76
N (-2.031, -7.848, 4.537)  0.30
C (-3.369, -7.662, 3.864)  -0.87
C (-1.164, -6.793, 3.907)  -0.97
C (-1.517, -9.243, 4.236)  0.27
C (-0.188, -9.639, 4.885)  -0.93
O (0.844, -8.655, 4.890)  -0.52
H (-1.128, -7.648, 6.442)  0.38
H (-2.729, -8.506, 6.315)  0.24
H (-2.609, -6.697, 6.297)  0.33
H (-3.385, -7.889, 2.802)  0.47
H (-3.729, -6.657, 4.073)  0.48
H (-4.028, -8.342, 4.400)  0.02
H (-1.568, -5.791, 4.037)  0.37
H (-1.156, -7.016, 2.842)  0.40
H (-0.175, -6.813, 4.358)  0.36
H (-1.430, -9.309, 3.150)  0.48
H (-2.291, -9.937, 4.563)  -0.07
H (0.129, -10.503, 4.300)  0.48
H (-0.353, -9.777, 5.958)  0.29
H (1.680, -9.122, 4.972)  0.32
C (3.984, -12.110, -6.179)  -1.31
C (3.423, -13.422, -6.709)  -0.44
C (2.033, -13.719, -6.115)  -0.67
C (1.703, -15.212, -6.361)  -1.18
P (0.066, -15.793, -5.871)  0.35
C (-1.282, -14.941, -6.791)  -0.94
C (-1.240, -15.237, -8.315)  -0.62
C (-1.984, -14.230, -9.123)  -0.63
C (-3.491, -14.165, -8.815)  -1.18
C (0.020, -17.609, -6.166)  -0.88
C (1.272, -18.474, -5.950)  -1.28
C (1.887, -18.265, -4.565)  0.39
C (3.143, -19.070, -4.289)  -1.63
C (-0.212, -15.409, -4.099)  -0.93
C (-1.188, -16.314, -3.339)  -0.94
C (-0.884, -16.342, -1.829)  -0.08
C (-2.031, -16.983, -1.074)  -1.60
H (5.063, -12.118, -6.336)  0.39
H (3.845, -12.068, -5.099)  0.34
H (3.525, -11.254, -6.672)  0.32
H (4.130, -14.188, -6.381)  0.35
H (3.361, -13.450, -7.798)  0.37
H (1.221, -13.120, -6.528)  0.36
H (2.104, -13.611, -5.032)  0.32
H (2.449, -15.775, -5.798)  0.47
H (1.848, -15.433, -7.422)  0.69
H (-1.231, -13.870, -6.588)  0.66
H (-2.221, -15.358, -6.420)  0.70
H (-1.623, -16.258, -8.376)  0.33
H (-0.172, -15.263, -8.555)  0.35
H (-1.807, -14.393, -10.190)  0.39
H (-1.574, -13.217, -9.045)  0.32
H (-3.959, -13.539, -9.575)  0.38
H (-3.766, -13.735, -7.853)  0.31
H (-3.901, -15.174, -8.875)  0.31
H (-0.240, -17.914, -7.188)  0.40
H (-0.847, -18.069, -5.685)  0.73
H (2.077, -18.293, -6.674)  0.33
H (1.072, -19.517, -6.200)  0.52
H (1.150, -18.603, -3.823)  0.24
H (2.025, -17.221, -4.273)  0.13
H (3.552, -18.843, -3.305)  0.40
H (3.889, -18.715, -5.005)  0.37
H (2.902, -20.127, -4.384)  0.36
H (-0.477, -14.356, -3.961)  0.83
H (0.791, -15.364, -3.661)  0.53
H (-1.101, -17.373, -3.609)  0.27
H (-2.230, -16.114, -3.588)  0.47
H (-0.886, -15.297, -1.506)  0.14
H (0.029, -16.820, -1.477)  0.35
H (-3.027, -16.753, -1.451)  0.49
H (-1.966, -16.718, -0.016)  0.29
H (-1.962, -18.076, -1.058)  0.41
C (-4.918, -18.735, 4.490)  -1.35
C (-4.797, -18.585, 5.989)  -0.59
C (-4.651, -17.063, 6.191)  0.03
C (-4.568, -16.674, 7.702)  -1.28
P (-4.982, -14.976, 8.152)  0.50
C (-3.776, -13.825, 7.332)  2.20
C (-2.448, -13.523, 8.023)  -0.60
C (-1.444, -14.687, 7.883)  -0.49
C (-1.074, -14.967, 6.405)  -0.71
C (-6.584, -14.637, 7.428)  -0.74
C (-7.706, -15.603, 7.850)  -0.82
C (-9.103, -14.978, 7.928)  -0.42
C (-10.243, -15.960, 8.066)  -1.42
C (-5.014, -14.783, 9.938)  -1.41
C (-5.337, -13.468, 10.691)  -0.77
C (-6.832, -13.105, 10.766)  0.19
C (-7.091, -11.946, 11.747)  -1.62
H (-5.191, -19.759, 4.216)  0.46
H (-4.029, -18.474, 3.916)  0.27
H (-5.787, -18.195, 4.110)  0.35
H (-3.932, -19.089, 6.423)  0.32
H (-5.702, -18.943, 6.484)  0.44
H (-5.440, -16.540, 5.659)  0.26
H (-3.696, -16.839, 5.716)  -0.19
H (-3.574, -16.907, 8.093)  0.71
H (-5.198, -17.353, 8.285)  0.70
H (-4.371, -12.922, 7.193)  -1.71
H (-3.560, -14.271, 6.361)  -0.26
H (-2.606, -13.311, 9.081)  0.39
H (-2.035, -12.659, 7.499)  0.29
H (-1.875, -15.597, 8.303)  0.20
H (-0.532, -14.416, 8.414)  0.47
H (-0.177, -15.556, 6.224)  0.45
H (-0.852, -14.009, 5.921)  0.19
H (-1.915, -15.406, 5.870)  -0.11
H (-6.451, -14.598, 6.344)  0.81
H (-6.928, -13.631, 7.684)  0.46
H (-7.474, -16.065, 8.817)  0.40
H (-7.752, -16.417, 7.122)  0.35
H (-9.161, -14.406, 6.995)  0.39
H (-9.099, -14.248, 8.743)  0.21
H (-10.201, -16.720, 7.285)  0.34
H (-11.226, -15.497, 8.005)  0.40
H (-10.104, -16.440, 9.038)  0.32
H (-4.076, -15.183, 10.332)  0.58
H (-5.781, -15.488, 10.277)  0.74
H (-4.734, -12.609, 10.394)  0.20
H (-5.099, -13.618, 11.747)  0.59
H (-7.431, -13.958, 11.089)  0.50
H (-7.273, -12.782, 9.819)  -0.04
H (-6.479, -11.048, 11.666)  0.31
H (-6.844, -12.299, 12.755)  0.42
H (-8.154, -11.714, 11.771)  0.41
C (-5.676, -9.460, 8.176)  0.36
F (-6.922, -9.028, 8.383)  -0.21
F (-4.769, -8.473, 8.212)  -0.19
F (-5.383, -10.292, 9.170)  -0.17
S (-5.582, -10.408, 6.505)  0.35
O (-6.012, -9.464, 5.460)  -0.81
O (-4.144, -10.673, 6.328)  -0.49
O (-6.434, -11.541, 6.730)  -0.43
C (-8.275, -11.080, -0.746)  0.40
F (-8.981, -10.657, 0.318)  -0.25
F (-8.993, -10.903, -1.855)  -0.20
F (-7.154, -10.324, -0.736)  -0.24
S (-7.892, -12.952, -0.502)  1.18
O (-9.130, -13.444, 0.089)  -0.64
O (-7.630, -13.441, -1.845)  -0.67
O (-6.763, -12.998, 0.431)  -0.85
C (-0.669, -13.312, 1.472)  0.65
F (0.214, -12.726, 2.291)  -0.23
F (-0.047, -13.995, 0.524)  -0.22
F (-1.470, -14.150, 2.129)  -0.17
S (-1.798, -12.030, 0.635)  0.69
O (-3.005, -12.822, 0.363)  -0.83
O (-2.084, -10.986, 1.637)  -0.45
O (-1.140, -11.517, -0.544)  -0.63
C (-8.024, -17.270, -0.611)  0.49
F (-7.002, -16.421, -0.409)  -0.20
F (-8.952, -16.594, -1.287)  -0.20
F (-7.582, -18.320, -1.301)  -0.25
S (-8.729, -17.684, 1.129)  1.06
O (-9.176, -16.386, 1.608)  -0.62
O (-9.776, -18.626, 0.794)  -0.68
O (-7.593, -18.212, 1.881)  -0.62

Output
ΔE to the lowest compared entry with this formula, charge and spin   3.12 kJ/mol
E_LUMO   -2.44 eV
HOMO   -7.9968 eV
Charge   +1
Gap between HOMO and LUMO   5.56 eV